[1]
A cluster of 2 separate species, C3H8O2 in total, computed with ωB97M-V/def2-TZVPD.

Each line ends with the natural charge from an NBO analysis.
CARTESIAN COORDINATES (ANGSTROEM)
1 C -2.318 -0.539 0.523  0.293
2 O -2.248 -0.094 -0.588  -0.516
3 H -2.583 -1.599 0.699  0.102
4 H -2.133 0.071 1.422  0.120
5 C 1.018 0.783 -0.947  -0.646
6 C 1.085 -0.416 -0.009  -0.062
7 O 0.584 -0.120 1.289  -0.728
8 H 0.003 1.173 -0.978  0.229
9 H 1.206 0.461 -1.974  0.216
10 H 1.725 1.555 -0.660  0.196
11 H 0.505 -1.233 -0.429  0.178
12 H 2.127 -0.725 0.066  0.155
13 H 1.028 0.682 1.586  0.464

Results
**Kohn-Sham gap**: 0.4031 Eh
**SMILES string**: C=O.CCO
**Net charge**: 0
**E_tot**: -269.53841 Eh
**Molar mass**: 76.095 g/mol



[2]
The ion C10H15N2O2 with charge +1 in a non-equilibrium geometry, computed with ωB97M-V/def2-TZVPD.

Each line ends with the natural charge from an NBO analysis.
CARTESIAN COORDINATES (ANGSTROEM)
1 C -2.562 -2.285 0.072  0.128
2 N -2.155 -1.561 1.095  -0.432
3 C -1.090 -1.931 2.120  -0.230
4 C 0.120 -0.931 2.094  -0.423
5 C 1.162 -1.184 0.987  -0.458
6 C 0.617 -0.465 -0.282  -0.124
7 C 0.013 -1.174 -1.262  0.143
8 O -0.561 -2.390 -1.239  -0.653
9 C 0.894 0.986 -0.519  0.290
10 C 0.987 1.762 -1.635  -0.340
11 C 1.220 3.051 -1.130  0.165
12 C 1.275 4.295 -2.012  -0.643
13 N 1.289 3.022 0.183  -0.120
14 O 1.211 1.725 0.522  -0.284
15 H -2.565 -3.360 0.261  0.226
16 H -3.035 -1.816 -0.782  0.246
17 H -2.318 -0.567 1.071  0.429
18 H -0.819 -2.961 2.065  0.225
19 H -1.597 -1.840 3.042  0.237
20 H 0.604 -1.058 3.175  0.257
21 H -0.139 0.125 1.999  0.248
22 H 2.215 -0.855 1.303  0.275
23 H 1.376 -2.172 0.451  0.215
24 H -0.558 -0.686 -2.063  0.198
25 H -0.176 -2.939 -0.486  0.484
26 H 0.825 1.420 -2.556  0.223
27 H 1.460 5.283 -1.302  0.248
28 H 2.069 4.090 -2.691  0.235
29 H 0.239 4.416 -2.482  0.237

Results
**Kohn-Sham gap**: 0.2599 Eh
**SMILES string**: C=[NH+]CCC/C(=C\O)c1cc(C)no1
**Net charge**: +1
**E_tot**: -649.63630 Eh
**Molar mass**: 195.242 g/mol



[3]
A structure of composition C17H34BeO2P2 in a non-equilibrium geometry, computed with ωB97M-V/def2-TZVPD.

Each line ends with the natural charge from an NBO analysis.
CARTESIAN COORDINATES (ANGSTROEM)
1 P 1.037 1.686 1.231  0.854
2 P 1.689 0.627 -1.890  0.833
3 C 2.662 1.885 0.389  -0.703
4 C 2.569 2.024 -1.138  -0.726
5 H 3.232 0.992 0.703  0.225
6 H 3.143 2.760 0.860  0.214
7 H 2.014 2.929 -1.415  0.231
8 H 3.599 2.098 -1.532  0.223
9 C 3.007 -0.492 -2.446  -0.946
10 H 2.578 -1.366 -2.961  0.241
11 H 3.592 -0.821 -1.578  0.239
12 H 3.660 0.081 -3.116  0.217
13 C 0.768 1.173 -3.343  -0.950
14 H 1.392 1.058 -4.238  0.227
15 H 0.494 2.229 -3.212  0.242
16 H -0.150 0.578 -3.463  0.243
17 C 1.780 1.336 2.861  -0.947
18 H 1.044 1.259 3.672  0.251
19 H 2.492 2.157 3.040  0.217
20 H 2.329 0.382 2.782  0.233
21 C 0.400 3.377 1.221  -0.979
22 H -0.010 3.626 0.229  0.237
23 H 1.280 4.002 1.420  0.210
24 H -0.384 3.550 1.967  0.268
25 Be -1.916 1.053 1.362  1.489
26 C -0.887 -2.748 -2.170  -0.186
27 C 0.477 -2.866 -2.083  -0.207
28 C 1.291 -2.792 -0.814  -0.460
29 C 0.558 -2.982 0.552  -0.453
30 C 0.363 -1.634 1.144  -0.207
31 C -0.434 -0.693 0.577  -0.128
32 C -0.819 -0.679 -0.841  -0.563
33 C -1.751 -1.845 -1.359  -0.470
34 C -1.996 1.889 2.907  -1.432
35 H -1.414 -3.187 -3.049  0.206
36 H 1.146 -3.094 -2.989  0.207
37 H 1.793 -1.797 -0.762  0.226
38 H 2.152 -3.493 -0.896  0.223
39 H -0.380 -3.543 0.442  0.228
40 H 1.224 -3.584 1.182  0.219
41 H 0.978 -1.353 2.033  0.209
42 H -0.559 0.388 1.102  0.032
43 H 0.141 -0.681 -1.463  0.278
44 H -1.283 0.255 -1.211  0.213
45 H -2.381 -2.254 -0.527  0.232
46 H -2.507 -1.342 -2.001  0.230
47 H -2.811 2.596 2.692  0.226
48 H -1.257 2.426 3.509  0.201
49 H -2.407 1.098 3.547  0.236
50 C -4.741 -1.565 1.516  -0.286
51 O -3.699 -0.640 1.835  -0.573
52 C -3.659 0.495 1.060  0.243
53 O -4.543 0.798 0.275  -0.661
54 H -5.655 -1.326 2.115  0.188
55 H -4.315 -2.524 1.843  0.186
56 H -4.921 -1.507 0.429  0.200

Results
**Kohn-Sham gap**: 0.2771 Eh
**Net charge**: 0
**E_tot**: -1515.85978 Eh
**Molar mass**: 341.417 g/mol



What is the formula in the second record?
C10H15N2O2